1.
# C39H51KN4O6PTe

A structure of composition C39H51KN4O6PTe (ωB97M-V with the def2-TZVPD basis set, the OMol25 dataset).

Cartesian coordinates (Å):
K1 0.015 0.803 -0.708
N1 0.658 1.859 1.694
C1 2.106 1.856 1.870
C2 2.850 2.647 0.802
C3 2.791 2.105 -0.657
O1 3.070 2.918 -1.552
O2 2.488 0.899 -0.782
H1 0.233 2.757 1.889
H2 0.211 1.155 2.275
H3 2.435 0.812 1.793
H4 2.405 2.227 2.871
H5 3.913 2.634 1.070
H6 2.549 3.698 0.796
C4 2.155 7.107 -0.672
C5 1.598 5.892 -1.387
O3 0.501 5.383 -0.603
P1 -0.144 3.996 -1.196
O4 -0.957 4.648 -2.468
C6 -1.227 3.735 -3.545
C7 -2.502 4.165 -4.236
O5 -1.286 3.826 -0.074
C8 -2.302 4.779 0.212
C9 -3.165 4.203 1.310
H7 3.023 7.490 -1.210
H8 2.473 6.844 0.336
H9 1.414 7.902 -0.600
H10 2.352 5.103 -1.497
H11 1.227 6.162 -2.381
H12 -1.322 2.715 -3.160
H13 -0.373 3.735 -4.229
H14 -3.350 4.100 -3.556
H15 -2.701 3.519 -5.090
H16 -2.419 5.191 -4.590
H17 -2.890 4.955 -0.695
H18 -1.840 5.727 0.508
H19 -3.583 3.248 1.001
H20 -3.982 4.890 1.542
H21 -2.586 4.045 2.218
C10 5.656 -5.704 4.200
C11 4.735 -4.878 3.344
C12 4.959 -3.527 3.147
C13 4.112 -2.756 2.351
C14 4.458 -1.303 2.190
C15 2.986 -3.339 1.767
Te1 1.592 -1.976 0.560
N2 0.106 -1.768 -0.933
C16 0.068 -2.714 -1.825
O6 0.718 -3.781 -1.879
C17 -1.008 -2.469 -2.905
C18 -1.651 -1.252 -3.101
C19 -2.633 -1.117 -4.067
C20 -2.991 -2.199 -4.855
C21 -2.356 -3.415 -4.672
C22 -1.372 -3.546 -3.707
C23 0.016 -2.678 1.851
C24 -1.092 -3.307 1.294
C25 -2.160 -3.703 2.079
C26 -2.134 -3.468 3.444
C27 -1.041 -2.834 4.001
C28 0.042 -2.424 3.223
C29 1.165 -1.697 3.901
C30 2.787 -4.720 1.898
C31 1.702 -5.449 1.168
C32 3.654 -5.459 2.694
H22 6.401 -5.074 4.690
H23 6.190 -6.452 3.608
H24 5.107 -6.240 4.978
H25 5.819 -3.055 3.614
H26 5.534 -1.193 2.040
H27 4.191 -0.736 3.087
H28 3.957 -0.830 1.347
H29 -1.423 -0.394 -2.485
H30 -3.132 -0.163 -4.182
H31 -3.769 -2.097 -5.604
H32 -2.633 -4.269 -5.281
H33 -0.852 -4.481 -3.545
H34 -1.113 -3.479 0.230
H35 -3.011 -4.187 1.616
H36 -2.968 -3.766 4.067
H37 -1.015 -2.633 5.066
H38 1.131 -1.871 4.978
H39 1.087 -0.615 3.730
H40 2.139 -2.008 3.539
H41 1.484 -4.982 0.206
H42 0.776 -5.465 1.742
H43 2.009 -6.481 0.992
H44 3.487 -6.529 2.791
N3 1.302 1.064 -3.879
H45 0.556 0.474 -3.513
H46 1.770 1.474 -3.068
H47 1.974 0.399 -4.249
N4 -8.278 -0.142 -0.972
C33 -7.141 0.049 -0.902
C34 -5.744 0.295 -0.806
C35 -4.923 -0.551 -0.057
C36 -3.567 -0.285 0.019
C37 -2.926 0.809 -0.603
C38 -3.817 1.617 -1.338
C39 -5.181 1.393 -1.460
H48 -5.356 -1.410 0.448
H49 -2.973 -0.992 0.592
H50 -3.439 2.503 -1.853
H51 -5.811 2.054 -2.049

energy above the lowest of the compared OMol25 structures with the same formula, charge and spin = 3.5 kJ/mol
charge = -2
<S²> = 0.762
HOMO-LUMO gap (spin up / spin down) = 0.1957 / 0.2148 hartree
LUMO energy (spin up / spin down) = 3.86 / 3.85 eV
multiplicity = 2
HOMO energy (spin up / spin down) = -1.47 / -1.99 eV

---

2.
# C39H52BBiCl2N8O6S2

A structure of composition C39H52BBiCl2N8O6S2 (ωB97M-V with the def2-TZVPD basis set, the OMol25 dataset).

Cartesian coordinates (Å):
Bi1 -0.091 -0.508 -0.018
C1 1.096 4.604 2.147
C2 0.521 3.719 1.092
C3 -0.034 4.089 -0.113
C4 -0.436 2.909 -0.746
N1 -0.123 1.873 0.048
N2 0.453 2.382 1.177
B1 0.959 1.525 2.365
N3 -0.195 0.734 2.991
N4 -0.953 -0.176 2.309
C5 -1.803 -0.723 3.198
C6 -1.576 -0.141 4.450
C7 -0.556 0.764 4.285
C8 0.071 1.638 5.319
C9 -2.907 -1.752 2.989
C10 -2.793 -2.513 1.678
C11 -4.267 -1.037 3.015
C12 -2.866 -2.754 4.153
N5 2.117 0.623 1.910
N6 2.036 -0.228 0.850
C13 3.222 -0.852 0.732
C14 4.061 -0.385 1.743
C15 3.334 0.534 2.465
C16 3.759 1.294 3.676
C17 3.688 -1.785 -0.369
C18 4.325 -0.915 -1.468
C19 2.586 -2.658 -0.966
C20 4.766 -2.723 0.193
C21 -1.063 2.913 -2.127
C22 -1.770 1.616 -2.532
C23 0.064 3.237 -3.121
C24 -2.111 4.036 -2.187
H1 1.012 5.639 1.823
H2 0.567 4.494 3.093
H3 2.147 4.381 2.325
H4 -0.136 5.094 -0.482
H5 1.384 2.271 3.185
H6 -2.090 -0.355 5.370
H7 -0.481 1.533 6.251
H8 1.106 1.352 5.503
H9 0.059 2.688 5.026
H10 -2.811 -1.828 0.835
H11 -1.882 -3.098 1.634
H12 -3.641 -3.194 1.575
H13 -4.409 -0.426 2.124
H14 -5.064 -1.782 3.039
H15 -4.367 -0.401 3.898
H16 -1.880 -3.207 4.242
H17 -3.128 -2.285 5.103
H18 -3.593 -3.545 3.963
H19 5.072 -0.691 1.941
H20 4.812 1.096 3.865
H21 3.622 2.367 3.554
H22 3.192 0.974 4.550
H23 3.564 -0.375 -2.025
H24 5.013 -0.188 -1.034
H25 4.887 -1.551 -2.155
H26 1.723 -2.084 -1.298
H27 2.980 -3.167 -1.849
H28 2.251 -3.404 -0.250
H29 5.689 -2.187 0.417
H30 4.415 -3.229 1.091
H31 5.002 -3.477 -0.559
H32 -1.320 0.719 -2.122
H33 -2.816 1.635 -2.227
H34 -1.745 1.510 -3.618
H35 0.826 2.464 -3.083
H36 -0.338 3.285 -4.135
H37 0.530 4.196 -2.887
H38 -2.852 3.921 -1.393
H39 -1.662 5.026 -2.100
H40 -2.630 3.988 -3.146
C25 -3.465 2.381 1.181
C26 -3.850 1.369 0.153
N7 -3.127 0.373 -0.283
C27 -3.822 -0.381 -1.213
C28 -5.077 0.068 -1.479
S1 -5.420 1.453 -0.552
C29 -3.234 -1.570 -1.849
C30 -3.737 -2.178 -2.957
S2 -2.820 -3.566 -3.338
C31 -1.797 -3.254 -1.980
N8 -2.132 -2.199 -1.310
C32 -0.621 -4.113 -1.670
H41 -2.593 2.944 0.861
H42 -3.217 1.891 2.119
H43 -4.286 3.076 1.353
H44 -5.807 -0.353 -2.149
H45 -4.584 -1.894 -3.557
H46 -0.867 -5.170 -1.767
H47 -0.279 -3.910 -0.656
H48 0.190 -3.879 -2.361
Cl1 3.613 0.120 -8.191
C33 2.842 -0.051 -6.643
C34 1.829 -0.985 -6.489
C35 1.217 -1.114 -5.254
C36 1.611 -0.319 -4.183
C37 2.634 0.606 -4.357
C38 3.254 0.746 -5.588
C39 0.926 -0.484 -2.858
O1 1.283 0.272 -1.897
O2 0.045 -1.351 -2.730
H49 1.529 -1.599 -7.327
H50 0.422 -1.831 -5.101
H51 2.948 1.211 -3.518
H52 4.051 1.463 -5.733
O3 0.324 -3.971 3.156
Cl2 1.178 -3.060 2.457
O4 1.372 -1.856 3.211
O5 2.434 -3.671 2.139
O6 0.510 -2.710 1.178

energy above the lowest of the compared OMol25 structures with the same formula, charge and spin = 0.0 kJ/mol
HOMO-LUMO gap = 0.3266 hartree
LUMO energy = 0.26 eV
HOMO energy = -8.62 eV

---

3.
# C39H52N5OP3V

A structure of composition C39H52N5OP3V in a non-equilibrium geometry (ωB97M-V with the def2-TZVPD basis set, the OMol25 dataset).

Cartesian coordinates (Å):
V1 0.257 0.505 0.604
C1 -1.402 2.733 3.151
P1 -1.403 1.095 2.357
C2 -3.140 0.924 1.849
C3 -1.193 -0.074 3.755
C4 -0.813 -1.479 3.263
P2 0.673 -1.452 2.164
C5 2.037 -1.537 3.363
C6 0.678 -3.130 1.447
H1 -2.093 2.688 3.992
H2 -1.760 3.485 2.451
H3 -0.422 3.034 3.524
H4 -3.766 1.120 2.719
H5 -3.393 -0.062 1.451
H6 -3.366 1.667 1.085
H7 -2.112 -0.097 4.334
H8 -0.419 0.324 4.417
H9 -1.643 -1.937 2.721
H10 -0.597 -2.133 4.104
H11 1.893 -2.430 3.964
H12 2.051 -0.670 4.022
H13 2.999 -1.592 2.856
H14 1.031 -3.839 2.193
H15 1.333 -3.184 0.577
H16 -0.327 -3.420 1.143
N1 1.628 1.663 2.242
C7 3.046 1.295 2.211
C8 3.793 1.247 3.370
C9 5.129 0.881 3.295
C10 5.710 0.593 2.065
C11 4.950 0.666 0.902
C12 3.602 1.010 0.978
P3 2.455 1.128 -0.421
C13 3.198 0.062 -1.700
C14 3.623 0.519 -2.941
C15 4.246 -0.357 -3.830
C16 4.454 -1.681 -3.479
C17 4.032 -2.148 -2.236
C18 3.406 -1.281 -1.357
C19 2.585 2.835 -1.005
C20 3.456 3.738 -0.397
C21 3.559 5.040 -0.884
C22 2.805 5.434 -1.980
C23 1.931 4.536 -2.588
C24 1.810 3.248 -2.094
H17 1.287 1.603 3.191
H18 1.547 2.644 1.986
H19 3.350 1.505 4.331
H20 5.721 0.828 4.203
H21 6.758 0.317 2.010
H22 5.410 0.467 -0.058
H23 3.498 1.553 -3.224
H24 4.579 0.007 -4.795
H25 4.956 -2.352 -4.167
H26 4.205 -3.181 -1.954
H27 3.089 -1.647 -0.384
H28 4.080 3.429 0.434
H29 4.242 5.739 -0.413
H30 2.903 6.441 -2.370
H31 1.347 4.843 -3.448
H32 1.120 2.558 -2.568
N2 -2.818 5.295 -2.044
C25 -2.139 4.282 -1.494
C26 -1.114 4.503 -0.551
C27 -0.437 3.445 -0.033
N3 -0.681 2.139 -0.335
C28 -1.690 1.936 -1.241
C29 -2.410 2.934 -1.824
H33 -2.617 6.253 -1.808
H34 -3.555 5.133 -2.710
H35 -0.842 5.508 -0.247
H36 0.361 3.641 0.665
H37 -1.927 0.916 -1.498
H38 -3.186 2.682 -2.539
C30 -4.007 -5.624 -2.444
C31 -3.375 -5.139 -1.148
N4 -4.045 -3.947 -0.578
C32 -5.404 -4.143 -0.005
C33 -6.496 -3.488 -0.836
C34 -3.502 -2.743 -0.409
O1 -4.017 -1.838 0.257
C35 -2.170 -2.381 -1.050
C36 -1.695 -2.700 -2.312
C37 -0.514 -2.117 -2.768
C38 0.155 -1.216 -1.978
N5 -0.313 -0.882 -0.741
C39 -1.444 -1.479 -0.317
H39 -3.473 -6.504 -2.815
H40 -3.989 -4.851 -3.221
H41 -5.050 -5.913 -2.288
H42 -2.320 -4.927 -1.286
H43 -3.427 -5.924 -0.395
H44 -5.404 -3.740 1.002
H45 -5.558 -5.216 0.062
H46 -6.370 -2.405 -0.855
H47 -7.474 -3.707 -0.397
H48 -6.494 -3.866 -1.861
H49 -2.243 -3.384 -2.952
H50 -0.122 -2.347 -3.751
H51 1.047 -0.728 -2.326
H52 -1.854 -1.178 0.641

energy above the lowest of the compared OMol25 structures with the same formula, charge and spin = 0.0 kJ/mol
charge = +3
<S²> = 2.025
HOMO-LUMO gap (spin up / spin down) = 0.2586 / 0.2833 hartree
LUMO energy (spin up / spin down) = -9.05 / -8.39 eV
multiplicity = 3
HOMO energy (spin up / spin down) = -16.08 / -16.09 eV

---

4.
# C39H52N9P

A cluster of 9 separate species, C39H52N9P in total in a non-equilibrium geometry (ωB97M-V with the def2-TZVPD basis set, the OMol25 dataset).

Cartesian coordinates (Å):
C1 3.081 -5.223 2.692
C2 2.291 -4.369 1.584
P1 0.385 -4.420 1.819
C3 -1.556 -4.487 1.856
C4 -2.164 -5.834 1.567
C5 -3.687 -5.990 1.524
C6 -4.377 -4.651 1.795
C7 -3.545 -3.433 2.099
N1 -2.147 -3.239 2.156
H1 3.952 -5.779 2.197
H2 3.466 -4.502 3.483
H3 2.363 -5.998 3.114
H4 2.653 -3.296 1.462
H5 2.485 -4.896 0.574
H6 0.291 -3.049 1.379
H7 0.480 -4.642 3.231
H8 0.362 -5.578 0.966
H9 -1.499 -6.734 1.379
H10 -4.180 -6.980 1.294
H11 -5.510 -4.579 1.769
H12 -4.146 -2.479 2.327
N2 -4.552 1.989 1.497
C8 -4.367 0.737 2.020
C9 -5.386 0.494 2.906
C10 -6.222 1.640 2.914
C11 -5.685 2.545 2.033
H13 -3.951 2.430 0.823
H14 -3.526 0.130 1.718
H15 -5.518 -0.408 3.485
H16 -7.117 1.785 3.500
H17 -6.008 3.533 1.743
N3 -4.577 -9.213 -2.781
C12 -4.398 -8.266 -3.753
C13 -3.641 -7.251 -3.222
C14 -3.347 -7.601 -1.881
C15 -3.935 -8.818 -1.638
H18 -5.098 -10.067 -2.890
H19 -4.825 -8.395 -4.736
H20 -3.332 -6.356 -3.742
H21 -2.769 -7.027 -1.173
H22 -3.953 -9.435 -0.752
N4 1.907 -3.902 7.019
C16 2.085 -2.956 6.045
C17 2.841 -1.940 6.576
C18 3.135 -2.289 7.917
C19 2.548 -3.506 8.162
H23 1.387 -4.757 6.911
H24 1.658 -3.087 5.062
H25 3.149 -1.045 6.055
H26 3.713 -1.713 8.625
H27 2.531 -4.122 9.048
N5 -2.830 4.872 1.269
C20 -2.654 5.820 0.296
C21 -1.899 6.837 0.827
C22 -1.604 6.487 2.169
C23 -2.189 5.269 2.413
H28 -3.349 4.017 1.161
H29 -3.081 5.689 -0.687
H30 -1.592 7.732 0.307
H31 -1.027 7.063 2.877
H32 -2.206 4.653 3.298
N6 0.106 4.734 -1.521
C24 0.993 5.313 -2.386
C25 1.158 4.466 -3.455
C26 0.334 3.336 -3.228
C27 -0.305 3.531 -2.029
H33 -0.199 5.132 -0.645
H34 1.430 6.275 -2.166
H35 1.799 4.640 -4.307
H36 0.221 2.476 -3.871
H37 -1.013 2.918 -1.493
N7 3.143 7.557 -4.166
C28 3.318 8.504 -5.137
C29 4.072 9.522 -4.606
C30 4.368 9.173 -3.265
C31 3.784 7.954 -3.022
H38 2.625 6.701 -4.274
H39 2.891 8.374 -6.120
H40 4.378 10.418 -5.126
H41 4.944 9.749 -2.557
H42 3.769 7.337 -2.137
N8 4.263 -9.998 2.569
C32 3.753 -9.127 3.495
C33 4.800 -8.636 4.236
C34 5.986 -9.229 3.735
C35 5.624 -10.062 2.705
H43 3.721 -10.511 1.894
H44 2.693 -8.934 3.547
H45 4.722 -7.928 5.048
H46 6.993 -9.063 4.088
H47 6.215 -10.694 2.061
N9 0.318 11.050 -9.651
C36 1.148 11.604 -8.714
C37 1.811 10.584 -8.079
C38 1.369 9.368 -8.658
C39 0.450 9.687 -9.627
H48 -0.294 11.564 -10.263
H49 1.194 12.674 -8.579
H50 2.535 10.699 -7.286
H51 1.688 8.371 -8.395
H52 -0.121 9.064 -10.298

HOMO-LUMO gap = 0.3063 hartree
LUMO energy = 0.22 eV
HOMO energy = -8.11 eV